{"formula": "C25H30ClN4SSeSr", "method": "the ωB97M-V functional and the def2-TZVPD basis", "spin_multiplicity": 1, "gap_ha": 0.2827, "homo_ha": -0.379, "energy_ha": -4480.13587, "total_charge": 1, "symbols": ["C", "H", "C", "H", "H", "H", "C", "C", "C", "C", "Se", "H", "H", "H", "H", "N", "H", "H", "H", "C", "H", "C", "H", "H", "H", "C", "C", "C", "H", "C", "Cl", "C", "N", "H", "H", "C", "H", "H", "Sr", "H", "H", "H", "C", "C", "H", "C", "H", "C", "N", "H", "C", "C", "C", "C", "H", "N", "H", "C", "C", "H", "S", "C", "H"], "xyz": [[-2.3230, -4.5685, 0.3026], [-0.7028, 2.4796, -5.0908], [0.2380, -3.2125, 1.6990], [4.1133, -4.4510, 3.3888], [-3.7358, -5.2641, 2.7115], [3.0387, -7.8419, 2.1984], [-0.6380, -3.4142, 6.1493], [1.7309, 0.7746, 3.0347], [-1.0136, 2.0941, -4.1314], [2.6774, -5.7121, 2.3941], [0.8924, -3.0775, -0.0348], [0.9556, 1.4704, -3.5494], [-2.3071, -6.6972, 0.4085], [-3.1002, 2.5743, -4.3529], [1.4743, 3.0216, 0.6802], [-1.0577, -3.3115, 2.0572], [-1.4811, -4.6139, -0.3861], [-0.4651, -3.4388, 7.2164], [4.3830, -6.9445, 2.9094], [0.1657, -3.3238, 3.9289], [-3.7098, 1.6459, -2.1202], [1.7630, 2.5849, 1.6303], [-2.1298, -2.4259, 0.5046], [-4.5362, -5.9549, 1.2929], [1.5903, -5.8237, 2.3399], [2.4319, 1.4584, 4.0110], [3.0279, -4.5628, 3.3361], [2.4560, 3.3458, 2.5611], [1.4557, -3.3025, 5.6653], [2.4509, -3.2222, 2.8827], [2.8631, 4.9747, 2.2026], [3.2957, -7.0237, 2.8699], [-0.4134, 1.0344, -2.0734], [-1.5045, -5.9283, 1.7675], [2.8148, -2.9870, 1.8847], [-2.3786, -5.8650, 1.1109], [-2.7680, -3.5053, 6.3704], [2.7602, -2.4295, 3.5684], [0.5398, -0.1125, -0.2676], [1.3903, -0.2418, 3.1961], [-3.2309, -4.4699, -0.2973], [2.6723, -4.8005, 4.3415], [-1.9486, -3.4537, 5.6666], [-2.6918, 1.6315, -2.4801], [-3.2451, -3.4427, 3.9571], [-2.2246, -3.4251, 4.3124], [2.6794, 0.9776, 4.9467], [0.4425, -3.3437, 5.2897], [0.9978, -3.2399, 2.8211], [-3.0926, -3.1865, 1.7715], [-3.6555, -6.0245, 1.9332], [-1.6987, 1.0682, -1.6602], [-0.0934, 1.5351, -3.2809], [-2.3459, 2.1403, -3.7094], [2.9373, -7.2791, 3.8685], [1.4158, 1.3186, 1.8567], [3.0312, -5.4777, 1.3870], [-1.1418, -3.3638, 3.4442], [2.8127, 2.7687, 3.7704], [3.3685, 3.3369, 4.5034], [-2.0882, 0.4035, -0.1122], [-2.2067, -3.3026, 1.1511], [-3.6719, -6.9975, 2.4236]], "forces_ev_per_angstrom": [[0.1, -0.1, 0.2], [0.0, 0.0, 0.0], [0.0, -0.1, 0.2], [0.0, 0.0, 0.1], [-0.1, 0.0, 0.0], [0.0, 0.0, 0.0], [0.1, 0.0, 0.0], [0.0, 0.0, 0.0], [0.1, 0.0, 0.0], [0.1, -0.1, 0.2], [0.1, -0.3, -0.2], [0.0, 0.0, -0.1], [0.1, 0.0, 0.0], [0.0, 0.0, 0.0], [0.0, 0.0, 0.0], [0.2, 0.2, 0.1], [0.0, 0.1, -0.1], [0.0, 0.0, 0.0], [0.0, 0.0, 0.0], [-0.2, 0.0, 0.0], [0.0, 0.0, 0.0], [0.0, 0.1, 0.0], [0.0, 0.0, 0.1], [0.0, 0.0, 0.0], [0.0, 0.0, -0.1], [0.0, 0.0, 0.0], [-0.2, 0.0, -0.2], [0.0, -0.2, 0.0], [0.0, 0.0, 0.0], [0.3, -0.2, 0.1], [0.0, 0.0, 0.0], [-0.1, 0.1, -0.1], [-0.3, 0.6, -1.1], [0.0, -0.1, 0.0], [0.0, 0.1, 0.0], [-0.2, 0.1, 0.0], [0.0, 0.0, 0.0], [-0.1, 0.1, 0.0], [1.0, -0.4, 1.1], [0.1, 0.0, 0.0], [0.0, 0.0, 0.0], [0.1, 0.0, 0.0], [-0.1, 0.0, 0.0], [0.1, 0.0, -0.1], [0.0, 0.0, 0.0], [-0.1, 0.0, -0.1], [0.0, 0.0, 0.0], [0.1, 0.0, 0.0], [-0.2, 0.2, -0.2], [0.0, 0.1, 0.0], [0.1, 0.0, 0.0], [0.0, 0.2, -0.3], [-0.1, 0.0, 0.0], [0.0, 0.0, 0.0], [0.0, 0.0, 0.0], [0.0, -0.1, -0.2], [-0.1, 0.0, 0.0], [0.2, -0.1, 0.2], [0.0, 0.0, -0.1], [0.0, 0.0, 0.0], [-0.8, -0.1, 0.6], [-0.1, -0.1, -0.4], [0.0, 0.0, 0.0]]}